Computed, not measured: a cluster of 15 separate species, C33H72BFN14O29 in total at a distorted geometry, with wB97M-V/def2-TZVPD.

Computed properties:
HOMO-LUMO gap: 8.016 eV
E_tot: -4372.29220 Eh
LUMO level: -0.4 eV
spin multiplicity: 1

Last column: Mulliken charge in e.
Positions of all 150 atoms, in Å:
C 5.83099 -2.70042 1.64092  -0.80
C 5.20954 -2.55131 0.16211  0.01
C 4.71268 -4.03974 -0.29054  -0.33
C 3.35789 -4.37744 0.58140  0.67
C 2.22371 -4.78951 -0.48423  1.30
C 0.72234 -4.83069 0.09680  -0.36
C 0.52673 -4.11759 1.52175  -0.73
C 0.57605 -2.52066 1.29929  1.06
C -0.65766 -1.70748 1.93803  -0.51
B -0.06524 -0.30596 2.51434  -0.36
C 0.40045 -0.27244 4.09673  -0.19
C 1.78095 -1.01457 4.37196  0.53
O 2.86875 -0.39874 4.24721  -0.42
F 1.73108 -2.36949 4.80416  -0.29
C 0.07711 1.08342 1.68584  -0.23
C 0.67221 0.92871 0.21319  0.54
C 1.93248 0.11948 -0.17878  -0.23
C 2.47873 -0.02666 -1.63969  -0.30
C 1.71928 0.70879 -2.78186  -0.59
C 0.46124 1.56196 -2.43259  -0.84
C -0.06396 1.68203 -0.95840  0.84
C -1.36189 2.61230 -0.73887  -1.11
H 5.01821 -3.02903 2.37243  0.12
H 6.59946 -3.55996 1.58420  0.32
H 6.38899 -1.75184 1.99891  0.27
H 4.30579 -1.83879 0.25026  -0.24
H 5.92315 -2.08039 -0.59436  0.43
H 4.40730 -3.91413 -1.40060  -0.09
H 5.53661 -4.82086 -0.14819  0.41
H 3.14106 -3.42591 1.17165  -0.67
H 3.65363 -5.27558 1.23891  0.04
H 2.47563 -5.86765 -0.82257  -0.42
H 2.24980 -4.16751 -1.45702  -0.65
H 0.28407 -5.88965 0.10527  0.37
H 0.06928 -4.23353 -0.65388  -0.29
H 1.24967 -4.50990 2.31255  0.16
H -0.54480 -4.36240 1.89055  0.54
H 0.64700 -2.27784 0.17568  0.13
H 1.56347 -2.12436 1.76181  -0.78
H -1.49779 -1.55694 1.15394  -0.21
H -1.12110 -2.26903 2.82081  0.40
H -0.43268 -0.77015 4.72055  0.34
H 0.47403 0.81102 4.47344  0.20
H -0.93747 1.61481 1.73674  0.04
H 0.81589 1.74876 2.27645  0.25
H 2.51220 -0.41690 0.64106  0.03
H 3.42090 -0.66194 -1.79911  0.23
H 2.11238 0.59007 -3.84551  0.32
H -0.06620 2.10787 -3.29853  0.24
H -2.36039 2.06484 -0.79943  0.24
H -1.23128 3.11867 0.29174  0.29
H -1.38953 3.47455 -1.50712  0.43
C 2.87807 -5.16414 6.19749  -0.68
N 3.75766 -6.29933 5.81425  0.88
O 4.09584 -7.07007 6.69812  -0.54
O 4.07707 -6.37602 4.63908  -0.52
H 2.67602 -5.22131 7.26566  0.34
H 3.40542 -4.24264 5.95342  0.26
H 1.95565 -5.25549 5.62510  0.26
C 3.59199 -3.85218 -5.06438  -0.81
N 2.70500 -3.42714 -3.95057  0.89
O 2.92049 -2.33568 -3.44539  -0.44
O 1.82314 -4.20362 -3.62170  -0.52
H 4.32487 -3.06852 -5.24789  0.32
H 4.08275 -4.77608 -4.75874  0.19
H 2.96547 -4.00800 -5.94200  0.33
C -1.94250 -2.11587 -2.62945  -0.67
N -2.82565 -1.68802 -1.51290  0.85
O -2.60588 -0.59635 -1.01155  -0.28
O -3.70852 -2.46159 -1.17808  -0.55
H -1.20869 -1.33266 -2.81636  0.20
H -1.45175 -3.03988 -2.32471  0.18
H -2.57241 -2.27205 -3.50481  0.33
C -3.43715 6.59649 -0.06558  -1.06
N -3.65470 5.12672 -0.02676  0.98
O -4.13065 4.60177 -1.02020  -0.53
O -3.33916 4.54723 1.00329  -0.49
H -3.76012 6.97402 -1.03289  0.40
H -4.02698 7.03623 0.73543  0.25
H -2.37351 6.77428 0.08220  0.47
C -5.57704 0.86001 -1.65574  -0.60
N -6.26850 0.39224 -2.88458  0.93
O -7.47853 0.53230 -2.93662  -0.56
O -5.56813 -0.10119 -3.75669  -0.53
H -6.31602 1.27292 -0.97143  0.28
H -5.07865 -0.00160 -1.21195  0.17
H -4.85844 1.62334 -1.95324  0.28
C 3.86159 -8.56169 -2.36195  -0.76
N 4.60444 -7.36337 -2.83233  0.89
O 4.17897 -6.27064 -2.49233  -0.43
O 5.58843 -7.56200 -3.52613  -0.53
H 3.01554 -8.23590 -1.75912  0.26
H 3.52144 -9.10413 -3.24330  0.29
H 4.54967 -9.16263 -1.76846  0.30
C 5.84857 1.40466 3.63271  -0.71
N 7.11006 1.08887 2.91221  0.91
O 7.95770 1.96619 2.85129  -0.57
O 7.20480 -0.02884 2.43315  -0.60
H 5.90298 2.42656 4.00399  0.32
H 5.02863 1.29453 2.92367  0.24
H 5.75569 0.69874 4.45722  0.31
C -7.88402 8.08810 1.36300  -0.75
N -6.63583 7.73279 0.63847  0.84
O -5.76759 8.59458 0.55905  -0.50
O -6.57124 6.60188 0.17492  -0.47
H -7.80373 9.11395 1.71805  0.31
H -8.71130 7.98594 0.66159  0.29
H -7.98646 7.39717 2.19910  0.29
C 2.24799 0.94406 7.26196  -0.23
N 1.87968 2.24028 7.88882  0.89
O 2.74911 3.09321 7.96493  -0.53
O 0.73022 2.35486 8.28185  -0.53
H 3.29328 0.98330 6.96120  0.28
H 2.08963 0.16286 8.00480  0.31
H 1.60343 0.80350 6.39633  -0.18
C -2.18895 11.20059 -0.75511  -0.77
N -2.40677 9.73105 -0.71969  0.91
O -2.88183 9.21064 -1.71579  -0.51
O -2.09224 9.15176 0.30873  -0.51
H -2.51108 11.57977 -1.72326  0.32
H -2.78023 11.63962 0.04767  0.28
H -1.12461 11.37847 -0.60559  0.28
C -6.01567 -1.45607 -6.70756  -0.45
N -5.24641 -2.25948 -7.69379  0.96
O -5.79991 -2.53588 -8.74768  -0.56
O -4.11376 -2.58527 -7.37668  -0.57
H -6.99989 -1.23977 -7.12150  0.13
H -6.10174 -2.04782 -5.79715  0.25
H -5.46182 -0.53541 -6.52969  0.25
C 9.87673 3.49004 1.04389  -0.70
N 10.61344 4.68871 0.56357  0.86
O 10.17700 5.78230 0.88642  -0.52
O 11.60428 4.48945 -0.12075  -0.52
H 9.02437 3.81551 1.63604  0.33
H 9.54731 2.93365 0.16720  0.28
H 10.56490 2.90223 1.64983  0.28
C -4.63272 2.98198 3.44744  -0.60
N -5.64363 3.07584 4.53318  0.92
O -6.79551 2.78246 4.25433  -0.54
O -5.24497 3.44091 5.62732  -0.54
H -5.12523 2.64734 2.53641  0.27
H -4.20347 3.97360 3.31119  0.26
H -3.87714 2.26349 3.76338  0.23
C -9.68773 -2.86116 -8.72803  -0.66
N -10.07059 -1.55258 -8.13558  0.88
O -9.20428 -0.69502 -8.06479  -0.53
O -11.22549 -1.43275 -7.76327  -0.53
H -8.63700 -2.82380 -9.01275  0.26
H -9.85554 -3.62619 -7.97075  0.27
H -10.31867 -3.02347 -9.60110  0.30

Atomic forces in eV per Å
C 0.82 -0.06 -0.68
C -0.16 -0.73 0.93
C -0.94 1.95 -0.10
C 1.39 -0.44 -1.74
C -0.17 -0.96 0.38
C -0.37 0.53 -0.26
C -1.24 0.10 -0.71
C 0.75 -0.07 0.37
C -0.41 0.31 -0.04
B -0.22 -0.33 -0.52
C -0.19 -0.82 1.32
C 2.43 2.84 -0.44
O -4.37 -3.49 0.72
F 0.05 2.64 -0.95
C 1.49 -0.03 0.04
C 0.14 0.48 -4.08
C -1.28 1.29 -2.11
C -3.36 2.39 1.21
C -0.88 -0.06 3.80
C 2.01 -1.88 2.34
C 1.96 -1.43 -1.55
C 1.23 0.31 0.40
H 1.10 0.59 -0.90
H -1.09 1.30 0.24
H -1.36 -1.95 -0.60
H 1.18 -1.16 -0.40
H -0.72 -0.76 1.13
H 0.66 -0.67 1.75
H -1.15 1.20 -0.33
H 0.00 -1.59 -0.62
H -0.93 1.54 -0.61
H -0.32 1.83 0.47
H 0.08 -0.76 1.97
H 0.80 1.41 0.13
H 0.86 -1.02 1.23
H -0.83 0.70 -1.13
H 1.72 0.28 -0.55
H -0.10 -0.35 1.77
H -1.42 -0.59 -0.73
H 1.43 -0.22 1.21
H 0.70 0.44 -1.22
H 1.31 0.52 -0.93
H 0.34 -1.65 -0.62
H 1.34 -0.74 -0.43
H -1.15 -0.79 -0.88
H -0.87 0.82 -1.17
H -1.76 1.20 0.16
H -0.78 0.33 1.65
H 0.82 -0.91 1.70
H 1.48 0.55 0.22
H -0.53 -0.83 -1.65
H 0.18 -1.53 1.07
C -0.16 0.18 0.25
N 0.22 -0.32 0.00
O -0.08 0.30 -0.53
O -0.13 -0.02 0.59
H 0.10 -0.10 -0.17
H -0.12 -0.12 -0.14
H 0.17 0.09 -0.06
C 0.29 0.03 -0.20
N -0.03 0.12 0.05
O -0.29 -0.72 -0.16
O 0.30 0.52 -0.22
H -0.16 -0.07 0.12
H -0.15 0.04 -0.01
H 0.02 -0.09 0.15
C 0.31 0.12 -0.23
N -0.01 -0.02 0.00
O -0.33 -0.45 -0.01
O 0.35 0.54 -0.01
H -0.12 -0.05 0.15
H -0.15 0.03 -0.06
H 0.01 -0.10 0.15
C 0.10 -0.05 -0.19
N -0.22 0.06 -0.31
O 0.30 -0.09 0.67
O -0.24 -0.01 -0.40
H 0.01 -0.15 0.20
H 0.27 -0.09 -0.06
H -0.18 -0.10 0.11
C 0.00 0.12 0.32
N -0.36 0.06 0.01
O 0.67 -0.20 -0.22
O -0.36 0.13 0.24
H 0.03 -0.07 -0.21
H 0.06 0.11 -0.12
H 0.01 -0.16 0.02
C -0.26 -0.12 0.22
N 0.17 0.24 -0.08
O 0.37 -0.49 -0.44
O -0.51 0.22 0.31
H 0.16 0.06 -0.11
H 0.17 0.01 0.09
H -0.02 0.02 -0.19
C -0.19 0.26 0.18
N 0.19 0.00 -0.08
O -0.28 -0.54 -0.08
O 0.32 1.06 0.30
H 0.10 -0.15 -0.11
H 0.08 -0.17 0.12
H -0.07 -0.04 -0.22
C -0.17 0.25 0.18
N 0.23 -0.06 -0.20
O -0.51 -0.67 -0.06
O 0.15 0.90 0.32
H 0.09 -0.16 -0.11
H 0.10 -0.14 0.10
H -0.04 -0.03 -0.19
C 0.28 -0.18 -0.09
N -0.02 0.37 0.18
O -0.51 -0.34 0.01
O 0.59 -0.01 -0.20
H -0.18 0.08 0.05
H -0.12 0.09 -0.11
H 0.01 0.00 0.21
C -0.03 0.31 -0.18
N -0.10 -0.20 -0.10
O 0.28 0.13 0.56
O -0.14 0.32 -0.56
H 0.02 -0.17 0.13
H 0.17 -0.10 0.00
H -0.14 -0.04 0.12
C -0.35 0.14 0.03
N 0.03 -0.08 -0.13
O 0.42 -0.04 0.40
O -0.53 0.08 -0.32
H 0.20 -0.05 -0.03
H 0.18 0.16 -0.04
H 0.01 -0.20 0.13
C -0.28 -0.04 0.19
N 0.10 0.26 -0.08
O 0.34 -0.43 -0.25
O -0.46 0.22 0.32
H 0.21 0.03 -0.12
H 0.17 -0.01 0.10
H -0.06 0.00 -0.18
C 0.03 -0.04 -0.32
N -0.24 -0.06 0.18
O 0.48 0.20 0.29
O -0.30 -0.18 -0.50
H 0.01 0.09 0.19
H 0.04 -0.17 0.07
H -0.03 0.18 0.05
C 0.32 -0.20 -0.16
N -0.11 0.24 0.12
O -0.48 -0.25 0.07
O 0.63 0.05 -0.18
H -0.13 0.10 0.08
H -0.13 0.09 -0.12
H -0.04 -0.02 0.19